1.
A molecular structure, C16H31FN4O7PPdS3, computed with the ωB97M-V functional and the def2-TZVPD basis.

Atoms and positions in Å:
Pd  -0.265  -0.097  0.884
C  3.913  1.184  3.093
C  2.676  0.552  2.501
O  3.004  0.105  1.169
P  1.988  -0.872  0.364
S  2.878  -1.216  -1.365
S  -0.829  -1.509  2.489
O  2.025  -2.264  1.270
C  3.168  -3.127  1.348
C  4.168  -2.649  2.381
H  3.675  1.648  4.053
H  4.298  1.949  2.417
H  4.698  0.441  3.248
H  1.858  1.264  2.454
H  2.346  -0.300  3.098
H  3.637  -3.198  0.367
H  2.775  -4.109  1.623
H  4.628  -1.714  2.060
H  4.954  -3.398  2.510
H  3.679  -2.488  3.345
F  -0.888  3.857  -4.142
C  -1.140  4.297  -2.902
C  -0.270  4.111  -1.917
N  -0.499  4.559  -0.626
C  0.334  4.044  0.460
C  0.171  2.547  0.624
O  -0.281  2.088  1.715
O  0.489  1.808  -0.343
C  -1.696  5.171  -0.287
O  -1.979  5.522  0.839
N  -2.540  5.399  -1.361
C  -2.417  4.947  -2.675
O  -3.295  5.115  -3.492
H  0.653  3.574  -2.081
H  0.037  4.543  1.371
H  1.378  4.250  0.224
H  -3.428  5.808  -1.119
N  0.223  -4.467  -1.826
C  0.210  -3.167  -2.600
C  -1.131  -2.485  -2.433
N  -1.565  -2.354  -1.051
C  -1.539  -3.619  -0.344
C  -0.162  -4.264  -0.378
H  1.152  -4.879  -1.886
H  -0.435  -5.119  -2.248
H  0.428  -3.398  -3.643
H  1.018  -2.555  -2.203
H  -1.903  -3.041  -2.982
H  -1.052  -1.497  -2.889
H  -1.039  -1.651  -0.531
H  -2.288  -4.291  -0.785
H  -1.799  -3.456  0.698
H  -0.135  -5.234  0.118
H  0.574  -3.595  0.069
C  -3.619  0.259  -1.128
S  -2.485  1.036  0.009
C  -3.459  0.794  1.486
O  -2.538  2.486  -0.309
H  -4.545  0.834  -1.074
H  -3.751  -0.787  -0.860
H  -3.179  0.337  -2.123
H  -3.469  -0.269  1.733
H  -4.465  1.183  1.314
H  -2.952  1.356  2.270

For the total energy, the calculation gives -85379.7337 eV. Its HOMO energy (spin up / spin down) is -0.2558 / -0.2931 Ha. The energy above the lowest of the compared OMol25 structures with the same formula, charge and spin comes out at 1.012 eV. The calculation puts the HOMO-LUMO gap (spin up / spin down) at 0.229 / 0.230 hartree. As for the spin multiplicity: 4.


2.
A molecular structure, C16H31HfNP2Se, computed with the ωB97M-V functional and the def2-TZVPD basis.

Atoms and positions in Å:
P  -1.518  2.373  -0.038
P  3.236  1.057  0.476
C  0.601  0.174  1.509
C  2.006  0.701  1.849
H  0.315  -0.520  2.319
H  -0.118  1.021  1.623
H  1.935  1.646  2.409
H  2.578  -0.004  2.469
C  3.618  -0.726  0.110
H  4.701  -0.896  0.145
H  3.244  -0.915  -0.904
H  3.105  -1.399  0.809
C  4.660  1.577  1.484
H  5.379  0.757  1.593
H  4.339  1.955  2.463
H  5.132  2.401  0.931
C  -3.179  2.540  -0.784
H  -3.385  3.576  -1.093
H  -3.945  2.212  -0.060
H  -3.231  1.879  -1.662
C  -1.632  3.380  1.488
H  -0.752  3.187  2.119
H  -2.532  3.128  2.065
H  -1.658  4.449  1.226
Hf  -0.281  -0.638  -0.422
C  0.194  -2.601  0.348
C  0.408  -2.589  -1.060
C  -0.607  -3.162  -2.038
C  -2.058  -2.650  -1.835
C  -2.215  -1.249  -1.252
C  -2.350  -1.002  0.146
C  -2.283  -2.130  1.162
C  -1.079  -3.109  1.021
C  -0.387  3.406  -1.043
H  1.072  -2.550  1.015
H  1.444  -2.568  -1.427
H  -0.587  -4.267  -1.988
H  -0.286  -2.930  -3.068
H  -2.542  -2.654  -2.821
H  -2.598  -3.394  -1.238
H  -2.674  -0.535  -1.948
H  -2.898  -0.111  0.478
H  -3.224  -2.709  1.134
H  -2.271  -1.711  2.184
H  -0.785  -3.385  2.049
H  -1.448  -4.038  0.556
H  0.496  3.670  -0.446
H  -0.924  4.313  -1.344
H  -0.042  2.853  -1.926
Se  2.744  1.199  -3.959
C  1.538  0.696  -2.817
N  0.744  0.288  -2.006

For the total energy, the calculation gives -103794.9569 eV. Its HOMO energy (spin up / spin down) is -0.5037 / -0.5037 Ha. The energy above the lowest of the compared OMol25 structures with the same formula, charge and spin comes out at 0.085 eV. The calculation puts the HOMO-LUMO gap (spin up / spin down) at 0.148 / 0.149 hartree. As for the spin multiplicity: 1. As for the total charge: +2.


3.
A molecular structure, C16H31N2O4OsSe, computed with the ωB97M-V functional and the def2-TZVPD basis.

Atoms and positions in Å:
Os  -0.268  -0.295  0.329
C  2.229  0.327  0.189
C  2.052  -0.679  -0.796
C  1.327  -1.750  -0.219
C  1.192  -1.490  1.175
C  1.609  -0.122  1.396
C  1.915  0.404  2.763
C  1.055  -2.485  2.276
C  1.087  -3.079  -0.844
C  2.711  -0.746  -2.131
C  3.117  1.519  0.041
H  2.778  -0.126  3.168
H  1.075  0.251  3.441
H  2.159  1.465  2.746
H  2.016  -2.989  2.400
H  0.298  -3.240  2.055
H  0.788  -2.003  3.213
H  0.021  -3.280  -0.976
H  1.474  -3.864  -0.194
H  1.591  -3.162  -1.803
H  3.598  -1.378  -2.038
H  3.035  0.226  -2.494
H  2.085  -1.215  -2.888
H  4.109  1.259  0.421
H  2.805  2.379  0.614
H  3.239  1.817  -0.999
C  -1.708  -1.010  -2.395
N  -0.973  0.146  -1.820
C  0.033  0.597  -2.807
C  -1.974  1.232  -1.604
C  -1.349  2.361  -0.813
N  -0.938  1.850  0.537
C  -2.118  1.997  1.446
C  0.079  2.769  1.080
H  -2.140  -0.723  -3.358
H  -2.494  -1.318  -1.713
H  -1.018  -1.843  -2.545
H  -0.478  1.017  -3.678
H  0.626  -0.263  -3.134
H  0.707  1.345  -2.382
H  -2.820  0.800  -1.071
H  -2.325  1.604  -2.574
H  -2.054  3.190  -0.696
H  -0.466  2.762  -1.318
H  -2.358  3.060  1.512
H  -1.863  1.613  2.430
H  -2.960  1.435  1.061
H  -0.312  3.789  1.060
H  0.965  2.724  0.468
H  0.305  2.496  2.110
O  -3.518  -0.595  0.777
Se  -2.426  -1.509  1.510
O  -1.145  -0.559  2.169
O  -1.335  -2.003  0.266
O  -2.948  -2.662  2.455

For the total energy, the calculation gives -96069.6445 eV. Its HOMO energy is -0.4393 Ha. The energy above the lowest of the compared OMol25 structures with the same formula, charge and spin comes out at 0.653 eV. The calculation puts the HOMO-LUMO gap at 0.306 hartree. As for the spin multiplicity: 1. As for the total charge: +1.


4.
A gas-phase ion, C16H31N6O (charge +1), computed with the ωB97M-V functional and the def2-TZVPD basis.

Atoms and positions in Å:
C  -1.094  -0.056  4.513
H  -2.119  -0.415  4.490
H  -0.625  -0.446  5.412
C  -0.311  -0.509  3.286
H  -0.349  -1.597  3.209
H  0.731  -0.211  3.423
C  -0.835  0.104  1.981
C  -2.198  -0.465  1.602
H  -2.112  -1.504  1.297
H  -2.658  0.105  0.797
H  -2.866  -0.414  2.456
H  -0.931  1.188  2.126
C  0.228  -0.099  0.863
N  -0.212  0.490  -0.377
N  0.276  1.642  -0.746
N  -0.282  1.943  -1.880
C  -1.149  0.987  -2.272
C  -1.104  0.029  -1.277
H  -1.580  -0.924  -1.177
C  -1.924  1.046  -3.537
H  -2.874  1.556  -3.355
H  -2.166  0.022  -3.821
C  -1.168  1.752  -4.677
H  -1.341  1.196  -5.598
H  -0.095  1.717  -4.484
C  -1.609  3.194  -4.943
C  -1.484  4.167  -3.771
N  -0.125  4.165  -3.210
H  0.562  4.257  -3.952
H  -0.003  4.947  -2.573
H  -0.082  2.896  -2.419
H  -2.170  3.891  -2.965
H  -1.773  5.163  -4.125
H  -2.652  3.195  -5.262
H  -1.016  3.574  -5.777
H  1.123  0.464  1.133
C  0.525  -1.596  0.613
O  -0.304  -2.260  0.010
N  1.682  -2.111  1.042
C  2.790  -1.483  1.731
H  2.605  -0.432  1.936
C  3.079  -2.222  3.044
N  3.371  -3.603  2.732
H  3.674  -4.108  3.556
C  2.224  -4.240  2.117
H  2.460  -5.285  1.917
C  1.940  -3.525  0.798
H  1.071  -3.954  0.300
H  2.817  -3.610  0.150
H  1.322  -4.197  2.753
H  3.951  -1.772  3.521
H  2.212  -2.113  3.719
H  3.675  -1.569  1.091
H  -1.108  1.029  4.579

For the total energy, the calculation gives -28077.8293 eV. Its HOMO energy is -0.4193 Ha. The energy above the lowest of the compared OMol25 structures with the same formula, charge and spin comes out at 0.000 eV. The calculation puts the HOMO-LUMO gap at 0.340 hartree. As for the spin multiplicity: 1. As for the total charge: +1.